a | DFT (ωB97M-V with the def2-TZVPD basis set) results for a 2-piece molecular cluster, C2H7N3 overall.

XYZ file:
```
12
C2H7N3, DFT ωB97M-V with the def2-TZVPD basis set
C 1.88720 -2.51144 -1.47371
N 1.73618 -1.26864 -1.68880
H 1.77709 -2.94159 -0.48099
H 2.39462 -3.06248 -2.27247
H 2.29838 -0.93195 -2.46551
N -0.54646 1.57677 0.25185
C -1.07097 1.39567 1.53256
N -2.17768 0.79964 1.75759
H -0.55644 0.71003 -0.25611
H -0.48254 2.49079 -0.15902
H -0.53318 2.05672 2.22989
H -2.73254 0.80514 0.90416
```

Summary:
- LUMO: 1.084 eV
- HOMO: -9.252 eV

---

b | DFT (ωB97M-V with the def2-TZVPD basis set) results for a 2-piece molecular cluster, C2H7N3 overall.

XYZ file:
```
12
C2H7N3, DFT ωB97M-V with the def2-TZVPD basis set
C 0.61525 -1.41573 1.84935
N 1.49021 -0.55593 1.51970
H -0.00262 -1.09777 2.68488
H 0.44445 -2.38822 1.38660
H 1.99261 -0.88841 0.69435
N -1.80799 0.81013 -1.34556
C -0.59749 0.57383 -0.68292
N 0.55996 0.63218 -1.14678
H -1.79935 0.91405 -2.34223
H -2.73792 0.80944 -0.99706
H -0.91812 0.22542 0.30050
H 0.72358 1.14764 -2.00386
```

Summary:
- LUMO: 1.020 eV
- HOMO: -9.331 eV

---

Which structure is most stable? b, by 75.6 kJ/mol over the runner-up.

---

a | DFT (ωB97M-V with the def2-TZVPD basis set) results for the molecule C5H7NO4.

XYZ file:
```
17
C5H7NO4, DFT ωB97M-V with the def2-TZVPD basis set
C -2.67019 -1.30586 -0.21509
C -1.24566 0.56003 0.32440
C -0.16039 0.20113 -0.74805
C 0.83396 1.28389 -0.79115
C 1.88406 -0.57584 0.14272
H -2.65649 -1.60144 0.78280
H -2.06929 -1.50930 -0.90068
H -3.62097 -1.33720 -0.41261
H -0.60533 0.07085 -1.54329
H 0.52551 2.43194 -0.49543
H 1.20114 1.57072 -1.63443
H 0.01037 -1.85307 -0.05852
N 0.60524 -0.88381 -0.29936
O -2.44312 0.15443 -0.01947
O -0.99136 1.25685 1.28821
O 2.04700 0.74064 -0.13652
O 2.77844 -1.22268 0.62786
```

Summary:
- LUMO: 0.256 eV
- HOMO: -9.875 eV

---

b | DFT (ωB97M-V with the def2-TZVPD basis set) results for the molecule C5H7NO4.

XYZ file:
```
17
C5H7NO4, DFT ωB97M-V with the def2-TZVPD basis set
O -0.29376 -2.81973 -0.63941
C -0.86347 -1.75751 -0.71063
C -0.29321 -0.51480 -0.13631
N -0.63195 0.79684 -0.77603
C 0.84374 1.11859 -0.86973
C 1.19664 -0.14863 -0.06475
O 1.29460 0.01747 1.33012
C -0.34282 -0.37906 1.49520
O -0.58725 -1.37347 2.19501
H -1.86556 -1.66167 -1.18278
H -1.11909 0.75678 -1.67321
H 1.17423 1.12392 -1.91071
H 1.06923 2.06565 -0.37171
H 1.95654 -0.81767 -0.47922
O -0.71364 0.90175 1.88171
H 0.32053 1.30702 2.01636
H -1.14475 1.38451 -0.10391
```

Summary:
- LUMO: -0.316 eV
- HOMO: -9.013 eV

---

Which structure is most stable? a, by 32.2 kJ/mol over the runner-up.

---

a | DFT (ωB97M-V with the def2-TZVPD basis set) results for the molecule CHN3O3.

XYZ file:
```
8
CHN3O3, DFT ωB97M-V with the def2-TZVPD basis set
C 0.32980 -1.02464 0.08375
H -2.11239 0.83982 -0.18750
N -0.38776 0.26043 -0.08926
N 1.63412 0.85369 0.39312
N 1.73113 -0.45417 0.48363
O -1.50545 0.38131 -0.87256
O 0.46774 1.30108 0.09328
O -0.15720 -2.15751 0.09555
```

Summary:
- LUMO: -0.358 eV
- HOMO: -10.528 eV

---

b | DFT (ωB97M-V with the def2-TZVPD basis set) results for a 2-piece molecular cluster, CHN3O3 overall.

XYZ file:
```
8
CHN3O3, DFT ωB97M-V with the def2-TZVPD basis set
C -0.03017 0.46157 2.95115
N 0.76006 0.55388 3.78790
N -0.04773 1.43453 0.40236
N -0.87795 1.08740 -0.57423
O -0.35949 1.29036 -1.72150
O -1.97903 0.76748 -0.35438
O -0.88241 0.38856 2.10697
H 1.04276 1.20636 0.39026
```

Summary:
- LUMO (spin up / spin down): -4.744 / -4.744 eV
- HOMO (spin up / spin down): -11.110 / -11.110 eV

---

Which structure is most stable? a, by 290.0 kJ/mol over the runner-up.

---

a | DFT (ωB97M-V with the def2-TZVPD basis set) results for a 7-piece molecular cluster, H13O7 overall.

XYZ file:
```
20
H13O7, DFT ωB97M-V with the def2-TZVPD basis set
O -0.02420 -0.95379 -2.03236
H 0.54972 -0.98677 -1.23700
O -2.14545 1.52421 0.12523
H -1.28021 1.42264 0.52708
H -2.54857 0.65972 -0.01952
O -2.28070 -1.43493 -0.34234
H -1.56640 -1.19252 0.26585
H -1.70149 -1.65146 -1.09112
O 1.85327 -0.44598 -0.09948
H 0.19038 -0.07611 -2.37115
H 2.62784 -0.67176 0.42212
O -0.01813 -1.47769 1.53058
H 0.75064 -1.02314 1.05817
H 0.26468 -2.38188 1.34965
O 1.31024 1.82922 -1.31535
H 0.40238 2.00025 -1.04582
H 1.64737 1.09885 -0.71952
O 0.60365 1.47893 2.00081
H 1.18780 1.63313 1.24591
H 0.17718 0.64906 1.74827
```

Summary:
- LUMO: 3.690 eV
- HOMO: -5.806 eV
- Total charge: -1

---

b | DFT (ωB97M-V with the def2-TZVPD basis set) results for a 7-piece molecular cluster, H13O7 overall.

XYZ file:
```
20
H13O7, DFT ωB97M-V with the def2-TZVPD basis set
O 0.94513 -1.46807 1.08766
H 1.30023 -2.35140 0.95645
O 3.04184 -0.20587 -0.08870
H 2.46557 0.21554 -0.72726
H 2.45261 -0.76191 0.47694
O 0.87114 0.61021 2.64475
H 1.22959 0.14618 1.84727
H 0.21069 -0.04891 2.85937
O 0.27020 -0.43041 -1.13965
H 0.32442 -0.83120 -0.17723
H 0.73322 -1.07119 -1.70281
O -0.79028 -3.19858 1.98620
H -0.19749 -2.44669 1.61909
H -1.51151 -2.66947 2.32502
O -0.48321 1.94663 -1.95809
H 0.38370 2.37555 -1.98259
H -0.16541 1.06110 -1.60626
O -3.85707 2.85836 -2.42936
H -4.19828 2.93139 -1.53516
H -3.14466 2.21101 -2.34855
```

Summary:
- LUMO: 3.531 eV
- HOMO: -6.206 eV
- Total charge: -1

---

Which structure is most stable? a, by 39.6 kJ/mol over the runner-up.

---

a | DFT (ωB97M-V with the def2-TZVPD basis set) results for a 2-piece molecular cluster, C2H4NO3S2 overall.

XYZ file:
```
12
C2H4NO3S2, DFT ωB97M-V with the def2-TZVPD basis set
C 1.27691 -0.56682 0.72077
C -0.95935 -0.26108 0.17984
N 1.81093 -0.50777 -0.38068
O -0.21341 0.11574 -2.12171
O 1.16590 -0.80305 1.86468
O -1.16311 2.04934 -0.87439
S -1.86452 -0.10946 1.72624
S -1.50685 0.64085 -1.24104
H -0.83556 -1.23623 -0.12603
H 0.58132 0.05233 -1.43711
H 2.84051 -0.31152 -0.47883
H -1.13276 0.93766 2.16827
```

Summary:
- LUMO: 3.510 eV
- HOMO: -3.335 eV
- Total charge: -1

---

b | DFT (ωB97M-V with the def2-TZVPD basis set) results for a 2-piece molecular cluster, C2H4NO3S2 overall.

XYZ file:
```
12
C2H4NO3S2, DFT ωB97M-V with the def2-TZVPD basis set
C 1.61285 0.78511 0.21113
C -0.42633 -0.72628 -0.59298
N 1.17621 0.78423 1.34923
O -1.27440 1.53936 -0.82366
O 2.21726 0.93144 -0.75971
O -1.64722 0.09115 1.43428
S -0.11339 -2.33342 0.24614
S -1.82905 0.09979 -0.01838
H -0.75339 -1.01163 -1.58621
H -0.42627 1.19585 -1.21397
H 0.19081 0.55149 1.60255
H 1.27293 -1.90709 0.15158
```

Summary:
- LUMO: 3.412 eV
- HOMO: -3.598 eV
- Total charge: -1

---

Which structure is most stable? b, by 9.6 kJ/mol over the runner-up.

---

a | DFT (ωB97M-V with the def2-TZVPD basis set) results for the molecule C11H13NO3.

XYZ file:
```
28
C11H13NO3, DFT ωB97M-V with the def2-TZVPD basis set
C -3.34931 -1.37841 0.16118
C -3.17431 -0.02526 0.56238
C -2.24250 -2.13043 -0.15216
C -1.90282 0.49607 0.47356
C -0.95828 -1.57520 -0.14260
C -0.81962 -0.24868 0.18460
C 2.94260 -1.02470 0.11140
C 1.00303 1.63671 0.76536
C 1.71839 -0.34627 0.89782
C 0.60867 0.35467 -0.02289
C 0.20357 1.17947 -2.15496
N 2.04561 0.97303 1.48407
O 3.97004 -0.20003 -0.01894
O 2.83943 -2.15357 -0.32010
O 0.99381 0.37010 -1.37975
H -4.34697 -1.80137 0.08995
H -4.14485 0.60023 0.57943
H -2.42609 -3.21703 -0.39992
H -1.84084 1.50650 0.75971
H -0.16324 -2.33347 -0.30302
H 1.55370 2.41527 0.11725
H 0.43698 2.24808 1.52106
H 1.17443 -1.10987 1.47466
H 0.37952 1.09321 -3.18794
H 0.26213 2.32332 -1.91802
H -0.80671 0.89547 -2.17651
H 3.91622 0.68964 0.53774
H 2.12738 0.76253 2.45663
```

Summary:
- LUMO: 0.601 eV
- HOMO: -9.238 eV

---

b | DFT (ωB97M-V with the def2-TZVPD basis set) results for a 2-piece molecular cluster, C11H13NO3 overall.

XYZ file:
```
28
C11H13NO3, DFT ωB97M-V with the def2-TZVPD basis set
O -3.60307 -1.19379 1.08101
C -2.35017 -0.74374 0.90347
O -1.40851 -0.59568 2.06271
C -0.06450 -0.18455 1.57042
N 0.44111 1.10679 1.37530
C 1.84061 1.24533 0.81442
C 2.53730 -0.24296 0.70633
C 1.21155 -1.13057 1.11317
C -1.71506 -0.32971 -0.58620
C -1.68823 1.26457 -1.08506
C -1.00061 1.59884 -2.54346
C -0.35298 0.37565 -3.44250
C -0.41750 -1.18833 -2.93450
C -1.09930 -1.55721 -1.48157
H -0.15779 1.93803 1.58594
H 1.60771 1.47019 -0.33404
H 2.49920 2.17483 1.09162
H 2.68803 -0.45785 -0.45332
H 3.43307 -0.46647 1.42767
H 1.43067 -1.80489 2.04531
H 1.07104 -1.89746 0.23939
H -2.16466 2.08614 -0.36927
H -0.96349 2.73953 -2.87514
H 0.15512 0.62079 -4.47560
H 0.00718 -2.10656 -3.55862
H -1.13823 -2.66172 -1.06450
O -0.07211 0.25142 4.78009
H -0.72638 -0.31063 4.40694
```

Summary:
- LUMO: -1.603 eV
- HOMO: -6.160 eV

---

Which structure is most stable? a, by 1325.6 kJ/mol over the runner-up.